1.
DFT (ωB97M-V with the def2-TZVPD basis set) results for 12 unconnected molecules or ions with the total composition C40H108N4O12 in a non-equilibrium geometry.

Summary:
Net charge: 0
LUMO energy (eV): 0.397
Kohn-Sham gap (eV): 9.6
Energy relative to the best compared isomer or geometry (same formula, charge and spin) (kJ/mol): 110.5
SMILES: COC[C@H](C)N.COC[C@H](C)N.COC[C@H](C)N.COC[C@H](C)N.CC(C)O.CC(C)O.CC(C)O.CC(C)O.CC(C)O.CC(C)O.CC(C)O.CC(C)O
E_tot (Eh): -2710.57178

Cartesian coordinates (Å):
C 0.59834 -3.95437 0.90374
C 0.61799 -5.23902 1.74358
C 1.94000 -5.29743 2.60818
O -0.53901 -5.36319 2.50037
H -0.16916 -3.89902 0.06777
H 1.52647 -3.75020 0.34050
H 0.43556 -3.12070 1.59520
H 0.55644 -6.05794 0.98953
H 2.12652 -4.37839 3.17688
H 2.78099 -5.42809 1.91563
H 1.96767 -6.16952 3.31515
H -0.68087 -4.57151 3.05621
C -3.27218 1.25882 1.54383
C -2.36568 0.83833 2.74572
C -1.88393 2.05253 3.59565
O -3.07826 -0.14267 3.50852
H -3.51810 0.36486 0.94224
H -2.63155 1.91365 0.88144
H -4.15859 1.76550 1.77322
H -1.48336 0.34378 2.34475
H -2.81496 2.36362 4.15131
H -1.41236 2.80457 2.96345
H -1.13486 1.70509 4.42301
H -2.69371 -0.33746 4.39286
C 5.05573 -1.36726 -1.05931
C 3.69970 -0.90880 -0.49064
C 3.70974 -1.17361 1.02510
O 3.59311 0.47657 -0.73540
H 5.09420 -2.46483 -1.00100
H 5.82531 -0.79203 -0.53939
H 5.05216 -1.17920 -2.14184
H 2.92624 -1.46051 -0.97981
H 3.59414 -2.24860 1.20658
H 2.89928 -0.72150 1.54648
H 4.60591 -0.83379 1.44706
H 2.86664 0.96529 -0.26978
C 3.82299 6.07932 1.64397
C 2.93032 4.84801 1.64705
C 2.02519 4.83961 2.92540
O 2.00068 4.85133 0.56498
H 3.27750 6.97995 1.95492
H 4.28551 6.26769 0.65590
H 4.63416 5.96030 2.38162
H 3.63913 4.05847 1.52719
H 1.52593 3.90299 3.08680
H 1.34963 5.66355 3.00772
H 2.76176 4.85346 3.74368
H 2.40775 5.00542 -0.27004
C 2.11912 0.77114 -4.81295
C 3.56175 0.41457 -4.45951
C 3.80201 -1.06719 -4.77479
O 4.43233 1.27869 -5.09852
H 1.96268 0.65439 -5.91053
H 1.92302 1.79971 -4.46309
H 1.43391 0.07276 -4.31231
H 3.62305 0.59919 -3.40610
H 4.62026 -1.57474 -4.28806
H 3.84055 -1.16465 -5.93038
H 2.91991 -1.56448 -4.44498
H 5.13234 1.55939 -4.44497
C -1.20003 -4.55203 -3.71032
C -0.93031 -5.70223 -2.75563
C 0.32237 -6.48600 -3.21075
O -0.58936 -5.11732 -1.48296
H -2.15720 -3.99068 -3.56512
H -1.29802 -4.83815 -4.77583
H -0.36367 -3.87325 -3.64772
H -1.80818 -6.29072 -2.64920
H 1.13686 -5.80371 -3.23922
H 0.27193 -6.84931 -4.22502
H 0.51189 -7.26151 -2.46535
H -1.13529 -5.62059 -0.85022
C -4.23443 -0.57027 -4.15847
C -4.70640 0.15932 -2.82992
C -5.50029 1.44410 -3.12389
O -5.49023 -0.79982 -2.11463
H -5.11174 -0.81785 -4.70367
H -3.62686 -1.42280 -3.91720
H -3.63937 0.10994 -4.80094
H -3.94414 0.51112 -2.11216
H -6.40909 1.08872 -3.71135
H -4.88942 2.16050 -3.73630
H -5.70779 1.85505 -2.11847
H -6.17124 -0.35136 -1.59392
C -3.20070 5.94553 -1.83952
C -2.79444 4.86089 -0.84322
C -1.39597 5.07164 -0.20962
O -3.78364 4.80933 0.20724
H -4.18479 5.80463 -2.30005
H -2.40523 5.76924 -2.54309
H -3.15702 6.94011 -1.44986
H -2.79902 3.84130 -1.23848
H -0.62662 4.99205 -0.92174
H -1.23590 4.30685 0.57632
H -1.34061 6.05496 0.27553
H -3.44101 4.28670 0.94141
C 6.02393 4.59872 -2.29509
C 4.93773 3.61906 -1.92236
C 3.60067 3.97792 -2.65677
O 3.14086 5.26288 -2.16652
C 1.96025 5.58134 -2.78902
N 5.34004 2.29188 -2.26728
H 6.89669 4.29871 -1.71417
H 5.69469 5.58672 -1.96819
H 6.27434 4.52239 -3.39808
H 4.78486 3.65875 -0.84079
H 2.86100 3.16646 -2.47439
H 3.87033 4.02324 -3.71109
H 2.24738 6.00978 -3.76222
H 1.37342 6.34859 -2.29167
H 1.34504 4.70409 -2.96266
H 6.27679 2.12462 -1.85299
H 4.74733 1.67211 -1.77034
C 0.77604 -1.22421 3.99826
C -0.00711 -2.23238 4.84896
C -0.62015 -1.66284 6.14381
O -1.31744 -0.44669 5.96216
C -1.59861 0.09902 7.32129
N -1.09775 -2.83277 4.04487
H 0.10863 -0.48889 3.51383
H 1.41846 -1.67988 3.21799
H 1.31363 -0.54196 4.66071
H 0.57429 -3.13372 5.04016
H 0.16938 -1.53205 6.87454
H -1.38035 -2.34413 6.53506
H -1.91342 1.09280 7.15396
H -0.73152 0.02149 7.98072
H -2.47657 -0.47257 7.68071
H -1.59294 -2.24313 3.36923
H -1.88895 -3.07866 4.63657
C -3.77709 -3.74473 -0.39654
C -3.17671 -4.38448 0.82276
C -4.07825 -4.39451 2.03101
O -4.35425 -3.04745 2.38274
C -4.97720 -2.85908 3.60015
N -2.82354 -5.78071 0.55344
H -3.91882 -2.68629 -0.11354
H -4.66007 -4.23395 -0.83627
H -2.94069 -3.67908 -1.15213
H -2.28245 -3.82845 1.05170
H -3.52657 -4.88769 2.85424
H -5.03655 -4.91653 1.83123
H -4.85182 -1.83962 3.94565
H -4.67576 -3.62961 4.31397
H -6.11320 -2.97584 3.59165
H -2.12310 -6.05094 1.26641
H -3.62051 -6.38374 0.61877
C 0.38692 1.85056 -1.70747
C 0.24055 1.47803 -0.23347
C -0.06206 -0.02854 -0.13425
O -1.34951 -0.25984 -0.76795
C -1.35591 -1.31303 -1.74479
N 1.43155 1.87757 0.48694
H 1.26131 1.37681 -2.06812
H 0.43612 2.91093 -1.77064
H -0.55172 1.43820 -2.25012
H -0.69865 1.88840 0.15259
H -0.13960 -0.24142 1.00304
H 0.69329 -0.73312 -0.59742
H -0.98140 -0.98251 -2.72353
H -2.34871 -1.74502 -1.80565
H -0.74784 -2.17702 -1.39122
H 1.39151 1.58285 1.47051
H 1.58773 2.90694 0.41073

Cartesian forces, eV/Å:
-0.43 0.87 -0.86
1.31 0.13 -1.05
-0.53 -0.98 -0.49
-0.81 -0.18 0.76
0.68 -0.32 1.53
-0.01 -0.31 0.50
0.03 0.16 -0.12
0.48 0.10 0.79
-0.29 -0.04 -0.10
-0.06 0.08 0.15
-0.27 0.77 -0.64
0.08 0.16 -0.07
2.82 -0.96 -0.74
-0.28 0.43 0.11
-0.46 -1.76 1.72
-0.18 0.10 0.50
0.13 0.36 0.31
-0.76 -0.57 0.55
-1.27 0.79 0.79
0.13 -0.01 -0.32
1.04 0.41 -0.62
-0.24 0.20 0.18
-1.18 0.55 -1.56
0.22 0.60 -0.81
-1.39 0.00 -0.68
1.31 0.41 1.29
-1.11 -1.39 -1.27
0.07 0.65 -0.45
0.50 0.34 0.51
0.24 -0.51 -0.20
0.27 0.33 0.28
-0.86 -0.38 -0.35
0.25 0.04 0.02
-0.84 0.63 0.25
1.41 0.50 0.63
-0.02 -0.62 0.11
0.24 0.77 0.14
-1.45 1.74 0.26
2.85 -1.12 -0.05
-0.90 -0.38 0.95
-0.02 -0.13 -0.26
-0.26 -0.19 0.41
-0.20 -0.09 -0.29
0.02 -1.39 0.36
-0.58 -0.47 -0.34
-0.27 0.56 -0.28
-0.38 0.37 0.16
1.05 0.35 -1.28
0.03 -0.05 -0.56
-0.87 -0.81 0.31
-0.25 0.68 -2.10
1.83 1.06 0.06
0.01 0.37 0.67
-0.13 -0.38 -0.44
0.09 0.28 -0.04
0.22 -0.24 0.96
0.62 0.23 -0.09
0.17 -0.04 1.89
-0.77 -0.73 0.17
-1.07 -0.30 -0.72
-1.13 0.34 -1.03
1.57 1.18 -0.62
-1.28 -0.06 0.48
-0.76 -0.86 -0.29
0.77 -0.42 0.56
0.34 -0.34 0.47
0.23 0.44 0.04
-0.69 -0.85 0.10
0.82 0.70 0.36
-0.40 -0.59 -0.24
0.19 -0.12 -0.35
-0.02 0.46 0.22
0.70 2.12 1.60
0.29 0.17 -0.65
-0.22 -1.06 -0.73
-0.35 0.03 -0.16
-0.78 -0.53 -0.40
0.07 -0.53 0.01
-0.20 -0.24 0.47
0.62 -0.58 -0.71
0.78 1.00 0.84
-0.65 -0.60 0.64
-0.44 0.27 -0.75
0.27 -0.04 -0.12
0.37 -1.67 0.06
-0.37 -0.13 1.82
-1.67 0.20 1.02
-0.07 0.40 0.07
0.29 -0.27 0.14
0.08 0.67 -1.10
0.23 0.53 0.49
0.06 0.19 -0.85
1.09 -0.12 -0.96
0.02 0.28 -0.41
0.00 -0.16 -0.12
0.00 -0.01 -0.13
0.08 -0.22 -0.45
-0.96 0.98 -0.36
1.35 -0.25 1.27
1.02 -1.72 1.16
-0.63 0.98 -1.91
1.62 -0.45 -0.55
0.30 0.29 -0.12
0.34 0.13 -0.42
-0.36 0.32 1.24
-0.31 0.43 0.25
0.17 0.61 -0.14
-0.40 0.10 -0.30
-0.55 -0.12 -0.18
0.19 -0.01 0.55
-0.31 -0.17 0.01
-0.71 0.14 -0.53
-0.75 -1.13 0.41
-0.28 0.67 0.19
-1.64 0.02 -1.00
0.27 -0.33 -0.51
0.60 0.95 1.40
-0.73 -1.73 -1.81
-1.19 -0.23 -0.75
-0.14 -0.65 -0.04
-0.31 0.20 0.67
0.65 -0.39 -0.01
0.59 0.43 0.75
0.27 0.04 0.34
0.39 -0.62 0.17
-0.13 1.18 -0.01
-0.13 0.02 -0.15
0.59 0.21 0.32
0.74 0.39 0.06
0.32 -0.35 0.22
1.31 1.27 -0.72
-0.92 -1.26 -0.36
-0.27 0.86 0.54
0.36 0.19 -0.50
-2.15 -0.50 0.62
1.93 0.06 0.19
-0.72 -0.38 -0.38
0.25 0.27 0.35
-1.02 -0.46 0.45
0.44 0.04 0.28
-0.34 0.00 -0.10
0.39 -0.07 0.03
0.58 0.05 0.07
0.42 0.23 0.39
0.99 -0.08 -0.52
-0.65 -0.06 -0.40
-0.39 -0.29 0.03
-2.64 -1.14 0.46
-0.62 -0.92 -0.99
-0.20 -0.75 0.83
0.78 -0.28 0.24
0.76 -0.58 0.92
0.37 0.22 0.41
0.99 -0.37 -0.68
0.08 0.95 -0.47
1.64 0.90 0.68
0.14 0.50 0.09
0.09 -0.19 -1.70
-0.49 0.98 0.54
-0.14 0.04 0.15
-0.32 0.51 -0.19
-0.04 0.54 -0.26
-0.01 0.44 -0.45
-0.27 -0.91 0.39

Results of the Löwdin charge analysis, in e, for atoms 1 through 5: number 1, C, carries -0.069; number 2, C, carries -0.479; number 3, C, carries -0.042; number 4, O, carries -0.085; number 5, H, carries 0.057


2.
DFT (ωB97M-V with the def2-TZVPD basis set) results for C4H9NO in the gas phase in a non-equilibrium geometry.

Summary:
Net charge: 0
LUMO energy (eV): 0.914
Kohn-Sham gap (eV): 10.2
Energy relative to the best compared isomer or geometry (same formula, charge and spin) (kJ/mol): 215.6
SMILES: C[C@H](N)CC=O
E_tot (Eh): -287.75035

Cartesian coordinates (Å):
C -1.95068 -0.06501 1.31896
C -0.42967 0.14026 0.89647
C 0.00339 -0.82622 -0.17492
C 1.38570 -0.42938 -0.83131
O 1.56701 -0.54352 -2.03010
N -0.13847 1.54155 0.40381
H -2.26404 0.77927 1.98294
H -2.73626 -0.17068 0.49367
H -1.95879 -1.00103 1.93542
H 0.23837 -0.06464 1.82816
H -0.02330 -1.82850 0.25853
H -0.60810 -0.63548 -1.03791
H 2.34758 -0.62912 -0.23914
H 0.34111 2.21046 1.03063
H -0.95581 1.97916 -0.09336

Cartesian forces, eV/Å:
0.42 -0.25 0.38
0.00 1.48 1.41
1.08 1.89 -0.56
1.08 -3.90 0.00
-0.81 1.15 0.86
-0.70 -0.02 -0.24
0.27 -0.70 -0.53
1.45 0.19 0.81
-0.35 0.70 -0.52
-1.22 0.61 -1.37
0.24 -0.18 -0.69
-0.90 -0.71 -0.35
-1.00 1.27 0.23
-0.86 -0.92 -0.41
1.31 -0.62 0.98

Results of the natural (NBO) charge analysis, in e, for atoms 1 through 5: number 1, C, carries -0.635; number 2, C, carries -0.030; number 3, C, carries -0.516; number 4, C, carries 0.452; number 5, O, carries -0.523


3.
DFT (ωB97M-V with the def2-TZVPD basis set) results for 2 unconnected molecules or ions with the total composition C5H8N3O in a non-equilibrium geometry.

Summary:
Net charge: +1
LUMO energy (eV): -4.019
Kohn-Sham gap (eV): 9.8
Energy relative to the best compared isomer or geometry (same formula, charge and spin) (kJ/mol): 439.5
E_tot (Eh): -434.42870

Cartesian coordinates (Å):
C 2.77632 0.85150 -0.50383
C 0.79143 0.09690 -0.96010
C -2.41064 -0.73043 0.11265
C -1.90355 0.66166 0.58777
C -1.29184 -0.59614 1.01487
N 2.84803 0.59947 -1.74617
N 1.61959 0.13486 -2.00892
N -0.25148 -0.86859 1.69724
O 1.55099 0.58516 0.01535
H 3.68607 1.20896 -0.10020
H -3.24298 -1.10098 0.59132
H -2.34000 -1.13022 -0.89651
H -1.06385 0.96919 -0.00094
H -2.50106 1.20743 1.22700
H 0.22426 -1.83542 1.83336
H 0.27199 -0.11132 2.08744
H 1.23673 0.05798 -2.95036

Cartesian forces, eV/Å:
0.98 0.03 -1.13
-0.50 -0.16 -1.44
1.74 0.31 -0.90
1.08 -3.20 -0.85
0.13 0.76 0.52
0.31 0.18 -0.45
-2.48 -0.43 -0.62
0.73 -3.07 0.23
1.21 0.28 1.51
0.08 0.44 1.67
-2.04 -0.50 1.16
0.49 0.25 0.11
-0.22 1.45 -0.85
-0.96 1.40 1.06
-1.46 2.02 -0.63
0.19 0.52 0.36
0.72 -0.29 0.23

Results of the natural (NBO) charge analysis, in e, for atoms 1 through 5: number 1, C, carries 0.278; number 2, C, carries 0.190; number 3, C, carries -0.422; number 4, C, carries -0.466; number 5, C, carries 0.494


Please write out number 2 again, unchanged.
DFT (ωB97M-V with the def2-TZVPD basis set) results for C4H9NO in the gas phase in a non-equilibrium geometry.

Summary:
Net charge: 0
LUMO energy (eV): 0.914
Kohn-Sham gap (eV): 10.2
Energy relative to the best compared isomer or geometry (same formula, charge and spin) (kJ/mol): 215.6
SMILES: C[C@H](N)CC=O
E_tot (Eh): -287.75035

Cartesian coordinates (Å):
C -1.95068 -0.06501 1.31896
C -0.42967 0.14026 0.89647
C 0.00339 -0.82622 -0.17492
C 1.38570 -0.42938 -0.83131
O 1.56701 -0.54352 -2.03010
N -0.13847 1.54155 0.40381
H -2.26404 0.77927 1.98294
H -2.73626 -0.17068 0.49367
H -1.95879 -1.00103 1.93542
H 0.23837 -0.06464 1.82816
H -0.02330 -1.82850 0.25853
H -0.60810 -0.63548 -1.03791
H 2.34758 -0.62912 -0.23914
H 0.34111 2.21046 1.03063
H -0.95581 1.97916 -0.09336

Cartesian forces, eV/Å:
0.42 -0.25 0.38
0.00 1.48 1.41
1.08 1.89 -0.56
1.08 -3.90 0.00
-0.81 1.15 0.86
-0.70 -0.02 -0.24
0.27 -0.70 -0.53
1.45 0.19 0.81
-0.35 0.70 -0.52
-1.22 0.61 -1.37
0.24 -0.18 -0.69
-0.90 -0.71 -0.35
-1.00 1.27 0.23
-0.86 -0.92 -0.41
1.31 -0.62 0.98

Results of the natural (NBO) charge analysis, in e, for atoms 1 through 5: number 1, C, carries -0.635; number 2, C, carries -0.030; number 3, C, carries -0.516; number 4, C, carries 0.452; number 5, O, carries -0.523